DFT (ωB97M-V with the def2-TZVPD basis set) results for a cluster of 6 separate species, C48H101N5O6 in total at a distorted geometry.

As for the spin multiplicity: 2. For the calculated total energy, the calculation gives -71133.0406 eV. Its HOMO-LUMO gap (spin up / spin down) is 6.94 / 2.52 eV. For the largest force on an atom, the calculation gives 0.08548 Eh/bohr. Its total charge is +1. The expectation value of S² is 0.755.

Structure (XYZ):
```
160
Properties=species:S:1:pos:R:3:forces:R:3
C -3.51007 2.35273 6.51329 0.42 -0.68 2.57
C -3.13551 1.59225 5.27476 -1.14 2.16 -3.29
C -2.16920 2.49901 4.41268 1.43 -1.88 0.29
C -0.68138 2.37986 4.81406 -1.06 -1.60 0.66
C -0.24434 0.84862 4.83667 -1.12 1.96 -0.37
C -1.15223 -0.09204 5.69986 1.49 -1.49 -1.41
N -2.62200 0.22246 5.41896 0.95 0.63 1.53
O -3.55660 -0.67185 5.92197 1.39 1.09 -0.93
C -0.80635 -1.53490 5.14033 -0.15 0.41 0.03
C -0.79590 -0.15283 7.22266 -1.55 0.80 -0.56
C -4.42282 1.50845 4.39485 0.27 -1.16 -0.42
H -4.26448 1.87901 7.14143 -0.17 -0.42 -0.18
H -3.91039 3.35807 6.38235 0.29 -0.14 -0.81
H -2.63762 2.42492 7.16268 0.14 0.33 0.11
H -2.21146 2.05694 3.41724 -0.25 0.49 -0.35
H -2.43054 3.55720 4.40718 -0.57 -0.32 0.05
H -0.59678 2.73773 5.84016 0.47 0.47 -0.08
H -0.13111 2.97886 4.08845 0.44 -0.16 0.36
H 0.81230 0.81767 5.10248 -0.16 -0.45 0.43
H -0.30909 0.48351 3.81168 0.00 -0.03 -0.08
H -0.96129 -1.58684 4.06265 -0.60 -0.16 0.10
H 0.26690 -1.71192 5.21028 0.13 0.45 0.36
H -1.25412 -2.35708 5.69855 -0.40 0.16 -0.21
H -0.81898 0.85057 7.64781 0.49 -0.04 0.10
H -1.58402 -0.70325 7.73646 0.15 -0.31 0.17
H 0.14536 -0.68720 7.35142 -0.08 0.32 -0.08
H -4.18885 0.94386 3.49230 0.05 -0.25 -0.04
H -4.72723 2.47175 3.98560 -0.01 0.15 0.70
H -5.21353 0.95737 4.90395 -0.15 0.42 0.00
H -3.39981 -0.44380 6.84122 -0.65 -0.69 1.30
C -3.05842 -7.88098 -1.09207 1.24 0.63 -0.49
C -1.62210 -7.40654 -1.68327 -1.22 -0.29 -0.89
C -1.92551 -7.02515 -3.17308 -0.11 -0.65 -0.45
C -0.82482 -6.34383 -3.94063 0.78 0.40 1.34
C -0.43200 -5.08832 -3.15778 0.03 -0.13 0.00
C -0.21975 -5.30213 -1.61526 0.46 0.62 0.75
N -1.24493 -6.16662 -1.02337 -1.33 0.01 -1.77
O -1.11736 -6.34659 0.34325 0.94 -0.26 0.92
C 1.24911 -5.81135 -1.35869 -0.51 0.17 -0.80
C -0.48890 -3.91471 -0.90535 0.32 0.18 -0.61
C -0.57732 -8.55636 -1.67126 -1.10 -0.36 0.07
H -3.80166 -7.10009 -1.25300 0.26 0.42 0.07
H -3.02515 -8.08080 -0.02106 0.15 -0.24 -0.11
H -3.48894 -8.71756 -1.64243 0.50 -0.33 0.08
H -2.05012 -7.92465 -3.77596 -0.79 -0.43 0.48
H -2.82117 -6.40727 -3.23736 -0.18 -0.11 0.19
H -1.09128 -6.11222 -4.97186 -0.22 0.08 0.10
H 0.00138 -7.05278 -3.99431 0.34 0.14 -0.08
H -1.19400 -4.32693 -3.32431 -0.25 -0.08 0.18
H 0.46337 -4.67693 -3.62381 0.33 0.16 0.41
H 1.57356 -6.60797 -2.02819 -0.62 -0.29 -0.22
H 1.92915 -5.02478 -1.68572 0.17 0.32 0.79
H 1.40681 -6.22337 -0.36196 0.04 0.61 0.15
H -0.50896 -3.91530 0.18446 0.60 -0.43 0.04
H 0.20020 -3.14990 -1.26356 0.53 -0.18 0.15
H -1.44811 -3.45785 -1.14885 -0.34 -0.64 -0.42
H -1.10383 -9.40237 -2.11303 0.02 -0.22 -0.05
H -0.31267 -8.88785 -0.66718 0.21 0.32 0.04
H 0.30042 -8.41673 -2.30227 0.00 0.36 0.29
H -1.83279 -5.84555 0.74165 -0.17 0.05 -0.10
C -0.86116 3.90386 0.73962 -0.17 0.99 0.45
C 0.15101 4.85656 0.02537 0.46 -0.47 0.85
C 0.98888 3.97288 -0.90275 -0.10 0.10 -1.27
C 0.26069 3.59429 -2.23869 0.36 0.53 1.76
C -0.17332 4.88077 -2.95808 0.17 -0.37 1.29
C -1.03085 5.89877 -2.03659 1.83 -0.50 -2.46
N -0.40717 5.99787 -0.70992 -0.13 1.13 -0.23
O -1.26803 6.86060 0.10156 0.00 -1.56 -0.02
C -0.92129 7.29620 -2.75594 -0.38 -0.35 0.54
C -2.42290 5.36101 -2.08873 -1.21 0.43 0.33
C 1.14903 5.47691 1.07921 -1.02 -0.08 -0.96
H -0.42628 2.99590 1.15744 0.54 -0.02 -0.21
H -1.70243 3.58251 0.12553 -0.01 0.26 -0.06
H -1.20589 4.46579 1.60766 -0.60 -0.02 0.00
H 1.93695 4.44999 -1.15099 0.03 0.31 -0.08
H 1.26686 3.08721 -0.33142 -0.06 -0.13 -0.03
H -0.56287 2.93883 -1.95542 -0.31 -0.05 -0.28
H 0.95570 3.01671 -2.84816 -0.09 0.01 -0.14
H -0.74766 4.55423 -3.82503 -0.16 0.57 -0.12
H 0.77941 5.29985 -3.28177 -0.21 0.56 -0.16
H -1.36146 8.07543 -2.13373 0.38 0.08 0.27
H 0.10887 7.51487 -3.03712 0.03 0.11 0.41
H -1.49947 7.40343 -3.67371 -0.10 -0.70 -0.13
H -2.43307 4.28596 -1.90912 -0.27 0.04 0.12
H -3.07080 5.90596 -1.40219 0.01 -0.30 0.43
H -2.89008 5.57570 -3.04985 0.28 -0.29 -0.25
H 0.59762 6.07124 1.80779 0.02 -0.19 0.20
H 1.76538 6.17375 0.51121 0.25 -0.12 0.12
H 1.76314 4.71337 1.55668 -0.06 -0.01 0.07
H -0.81688 7.69277 0.26143 0.58 -0.07 -0.31
C -2.82384 -2.00725 -2.95926 -0.14 0.78 -1.19
C -3.07525 -0.86437 -3.95656 0.11 0.03 -0.65
C -2.24015 0.36231 -3.54168 0.31 0.40 0.63
C -0.76566 0.37092 -3.94764 -0.59 -0.29 -1.23
C -0.71480 0.30506 -5.47348 0.47 -0.72 0.38
C -1.36882 -1.00245 -5.97814 0.02 -0.08 0.02
N -2.70799 -1.15820 -5.35879 -0.45 0.51 -0.26
O -3.53199 -2.23470 -5.88508 1.20 0.82 0.34
C -1.49535 -0.81559 -7.50653 -1.04 -0.66 0.91
C -0.42568 -2.17909 -5.68917 0.44 -0.52 -0.70
C -4.57690 -0.46542 -3.94310 1.59 0.32 -0.48
H -3.30139 -1.68293 -2.03467 0.41 -0.33 0.33
H -1.73664 -2.08303 -2.94045 -0.11 -0.50 0.68
H -3.30152 -2.91382 -3.33081 0.19 -0.13 0.14
H -2.70672 1.27066 -3.92289 -0.05 0.07 -0.28
H -2.26628 0.48255 -2.45865 -0.33 -0.22 0.30
H -0.24127 -0.53546 -3.64499 0.03 0.07 0.58
H -0.23232 1.24322 -3.56983 -0.13 -0.09 0.11
H 0.32585 0.18398 -5.77431 0.13 0.30 -0.13
H -1.09774 1.18376 -5.99246 -0.33 0.03 0.21
H -0.52630 -0.57447 -7.94347 -0.18 -0.09 -0.10
H -1.94072 -1.72818 -7.90269 0.40 -0.09 -0.39
H -2.24391 -0.04212 -7.67825 0.27 0.31 -0.16
H -0.65553 -3.07340 -6.26838 -0.91 -0.21 0.33
H 0.56161 -2.02710 -6.12534 0.32 0.68 0.34
H -0.31529 -2.43894 -4.63637 -0.08 0.03 -0.08
H -4.72729 0.03109 -2.98448 -0.67 -0.30 0.05
H -5.21675 -1.30907 -4.20185 -0.09 0.14 0.50
H -4.63377 0.28550 -4.73112 -0.45 0.11 0.02
H -4.08018 -1.70535 -6.46892 -0.35 -0.34 -0.25
C 6.32772 -0.44553 3.92071 -0.87 1.06 -0.04
C 5.30505 0.52626 3.16662 -0.77 -1.34 1.40
C 4.94868 1.76728 4.07968 0.29 0.67 -1.52
C 4.18430 2.90611 3.33873 0.92 -1.12 -1.09
C 4.90542 3.25605 1.99041 -1.34 0.84 3.14
C 5.27391 2.08355 1.12477 2.70 1.43 0.91
N 5.83964 0.90927 1.93283 1.55 3.32 -2.43
O 6.26934 -0.11118 1.02832 -0.80 0.56 1.30
C 4.20512 1.80064 0.16524 -1.06 -1.16 -1.36
C 6.47347 2.69913 0.34627 -0.03 -0.87 -0.36
C 3.96533 -0.17597 2.95456 -0.43 -0.27 0.28
H 5.73804 -0.89241 4.72115 0.26 -0.25 0.15
H 7.16333 0.10276 4.35572 -0.21 0.37 0.11
H 6.82856 -1.21396 3.33183 -0.66 0.01 -0.41
H 4.26750 1.47573 4.87912 0.70 -0.37 0.40
H 5.89890 2.19502 4.39940 -0.09 -0.05 0.54
H 4.10315 3.79028 3.97099 0.01 -0.03 0.01
H 3.17864 2.57976 3.07367 -0.30 -0.11 0.22
H 5.73558 3.89812 2.28484 0.46 -0.34 -0.20
H 4.20266 3.95444 1.53602 0.13 -0.18 -0.81
H 4.47006 0.87437 -0.34459 -0.58 -0.32 0.00
H 3.20604 1.77293 0.60018 -0.07 -0.38 0.05
H 4.14441 2.50367 -0.66552 0.23 0.44 0.24
H 6.70579 2.01692 -0.47148 0.54 0.10 0.01
H 6.24239 3.67348 -0.08424 -0.41 -0.05 -0.03
H 7.31174 2.86877 1.02201 0.07 -0.40 -0.12
H 3.30611 0.39162 2.29776 0.19 0.12 -0.17
H 3.45644 -0.17575 3.91847 -0.19 -0.76 0.07
H 4.07675 -1.16742 2.51557 -0.10 -0.13 0.25
H 5.42633 -0.50945 0.79958 -0.19 -0.72 -0.57
C 0.23088 -0.38447 -0.38250 0.10 -1.08 -0.18
C 1.42839 -0.98774 0.31290 0.33 1.01 0.86
O 2.51373 -1.06169 -0.19413 0.40 -0.10 -0.45
C 1.18656 -1.49397 1.71962 0.07 -1.15 -0.33
H 0.37196 0.62728 -0.76269 -0.01 0.04 0.36
H -0.63789 -0.56731 0.24988 -0.22 0.62 -0.19
H 0.11844 -1.03013 -1.25347 -0.25 0.15 -0.25
H 1.99750 -2.13790 2.05996 0.21 0.31 -0.10
H 0.34762 -2.17695 1.58610 -0.48 0.12 0.49
H 1.00038 -0.72868 2.47313 -0.21 0.11 -0.26
```
Positions in Å, forces in eV/Å.

=====

DFT (ωB97M-V with the def2-TZVPD basis set) results for a structure of composition C45H48AsN6S2Sn at a distorted geometry.

For the calculated total energy, the calculation gives -144721.7202 eV. Its HOMO-LUMO gap is 6.74 eV. For the largest force on an atom, the calculation gives 0.02525 Eh/bohr. Its total charge is +1. The calculation puts the energy above the lowest of the compared OMol25 structures with the same formula, charge and spin at 0.000 eV.

Structure (XYZ):
```
103
Properties=species:S:1:pos:R:3:forces:R:3
Sn 1.45133 -0.16468 1.50611 -0.15 0.19 -0.14
S -1.66681 0.02510 1.13628 -0.44 -0.30 0.22
C -2.88306 1.27525 1.16361 0.23 0.17 -0.03
C -4.25319 1.11921 1.35325 -0.11 0.05 -0.01
C -5.07101 2.24385 1.34205 0.05 -0.08 0.02
C -4.55035 3.52175 1.16411 0.04 0.03 -0.02
C -3.18270 3.69638 0.98288 -0.06 0.01 -0.03
C -2.38383 2.56647 0.96796 0.01 -0.54 -0.09
As -0.45739 2.51821 1.07349 0.46 1.21 -0.05
C -0.05087 4.28198 0.32989 -0.05 0.16 0.30
C 0.81376 5.13695 1.00438 -0.12 -0.06 0.24
C 1.11376 6.39384 0.50156 -0.08 0.04 -0.11
C 0.54371 6.81315 -0.69257 0.01 -0.06 0.05
C -0.34403 5.97935 -1.35951 0.04 0.02 0.00
C -0.64850 4.72663 -0.84696 0.10 -0.07 -0.04
C -0.17275 2.63879 2.98034 -0.01 -0.16 0.03
C -1.25210 2.51491 3.85132 0.00 0.03 0.01
C -1.04819 2.59393 5.22061 0.02 0.01 0.02
C 0.22783 2.79996 5.72946 -0.01 0.00 -0.04
C 1.30542 2.92322 4.86390 -0.05 0.00 0.02
C 1.10582 2.83673 3.49268 0.00 -0.05 0.06
H -4.67421 0.13504 1.51223 0.02 0.01 0.00
H -6.13742 2.12253 1.48780 0.02 0.00 -0.01
H -5.20765 4.38126 1.16961 0.02 -0.01 0.01
H -2.76319 4.68607 0.86401 0.02 0.01 -0.01
H 1.22700 4.83533 1.96088 -0.01 0.07 -0.13
H 1.78351 7.04680 1.04711 0.00 0.00 -0.02
H 0.77829 7.78981 -1.09492 -0.01 0.00 0.01
H -0.80788 6.30577 -2.28204 0.01 -0.01 0.02
H -1.35724 4.10782 -1.37627 -0.03 -0.08 -0.03
H -2.25143 2.35174 3.46973 0.02 0.00 0.00
H -1.89220 2.49384 5.89193 0.04 0.00 -0.02
H 0.38010 2.86381 6.79920 0.00 0.00 -0.02
H 2.30144 3.09036 5.25288 0.00 -0.01 0.00
H 1.95262 2.93189 2.82940 0.07 -0.02 -0.10
C 3.72776 -4.33702 1.08618 0.02 0.04 -0.05
N 3.18134 -3.07141 0.62525 0.00 -0.05 0.05
C 3.84277 -2.16897 -0.10300 -0.05 0.01 0.08
S 3.09851 -0.68923 -0.56445 -0.11 0.12 -0.03
N 5.09108 -2.44713 -0.46701 0.08 -0.01 -0.04
C 5.97394 -1.59091 -1.25535 -0.07 0.03 0.01
H 2.96905 -4.84325 1.67440 -0.02 0.00 0.01
H 4.60048 -4.17989 1.72206 0.02 0.01 0.00
H 3.99481 -4.98807 0.24990 0.00 0.00 0.00
H 2.20624 -2.87604 0.79701 0.09 -0.04 -0.05
H 5.44362 -3.36460 -0.24531 0.02 -0.01 0.02
H 5.61758 -0.56497 -1.21709 0.02 -0.08 0.01
H 6.00083 -1.91514 -2.29524 -0.02 -0.01 0.01
H 6.97703 -1.63586 -0.83758 0.00 -0.02 0.01
C 5.14755 2.12632 0.32897 -0.02 0.03 -0.01
C 3.80408 2.82748 0.59406 0.08 0.09 -0.05
C 4.12354 4.23593 1.10233 -0.02 0.10 0.03
C 2.91082 2.80761 -0.63753 -0.04 -0.04 -0.06
C 3.39379 3.43544 -1.78090 -0.03 0.00 -0.08
C 2.71502 3.37676 -2.98732 0.02 -0.02 0.04
C 1.57809 2.59458 -3.08651 -0.04 -0.03 0.04
C 1.06620 1.93098 -1.97489 0.01 -0.03 -0.07
C -0.07526 0.93870 -2.15187 0.00 0.04 0.01
C 0.23538 -0.04364 -3.28577 -0.05 0.05 -0.08
C -1.44825 1.57428 -2.37517 0.03 0.03 -0.08
C 1.67343 2.12538 -0.71894 0.10 0.02 -0.16
N 1.01050 1.61839 0.44356 0.03 -0.28 0.06
H 5.75256 2.12220 1.23996 -0.04 0.00 -0.04
H 5.71212 2.66307 -0.43743 -0.02 -0.03 0.03
H 5.01563 1.09858 -0.00232 -0.04 0.06 0.02
H 3.29748 2.28012 1.38418 -0.13 -0.12 0.19
H 4.71456 4.78082 0.36161 -0.03 -0.02 0.03
H 4.72364 4.17064 2.01296 -0.01 0.03 -0.02
H 3.23886 4.83385 1.31267 0.07 -0.11 -0.03
H 4.32866 3.98354 -1.72664 -0.06 -0.02 0.00
H 3.09779 3.90118 -3.85435 -0.02 -0.01 0.03
H 1.08133 2.49253 -4.04498 0.03 -0.02 0.02
H -0.15086 0.37528 -1.22071 -0.01 -0.03 -0.03
H 0.25155 0.44814 -4.25957 0.00 0.03 0.01
H -0.53978 -0.81440 -3.33729 0.04 0.01 0.04
H 1.20735 -0.52085 -3.14620 0.04 0.00 -0.03
H -1.41744 2.32206 -3.17307 -0.01 -0.05 0.00
H -1.82660 2.04743 -1.47125 -0.02 0.05 0.00
H -2.17673 0.80703 -2.64701 0.02 0.02 -0.01
N -2.55631 -5.57395 -1.92479 0.09 0.12 -0.15
C -3.36147 -6.69020 -1.86944 0.00 0.00 0.04
C -4.01419 -7.43226 -2.85210 0.00 0.01 -0.02
C -4.75046 -8.51268 -2.41499 0.01 0.02 -0.01
C -4.83744 -8.84663 -1.05034 0.01 0.00 0.05
C -4.19027 -8.10699 -0.08493 -0.02 -0.04 -0.01
C -3.43949 -7.00641 -0.50686 -0.01 -0.02 0.01
N -2.70684 -6.09963 0.23384 0.00 -0.03 0.09
C -2.20303 -5.26914 -0.63545 -0.07 -0.09 -0.04
C -1.35279 -4.13749 -0.26369 -0.03 -0.02 0.11
C -0.69434 -3.34162 -1.19466 0.03 0.06 -0.13
C 0.09179 -2.29501 -0.75901 -0.02 0.00 0.07
N 0.23761 -1.99923 0.53657 0.08 -0.32 -0.03
C -0.40572 -2.75923 1.43972 0.04 0.06 -0.06
C -1.18629 -3.83436 1.08822 -0.06 -0.06 -0.04
H -2.32773 -5.05359 -2.75310 -0.01 0.00 0.02
H -3.95164 -7.17938 -3.90333 0.00 -0.01 0.04
H -5.27692 -9.12124 -3.13896 0.01 0.01 0.02
H -5.42921 -9.70509 -0.76006 0.02 0.02 0.00
H -4.25469 -8.35792 0.96568 0.00 0.01 -0.03
H -0.76679 -3.52084 -2.26005 0.00 0.00 0.04
H 0.63004 -1.67277 -1.45939 0.00 -0.05 0.05
H -0.29568 -2.46661 2.47683 0.03 -0.01 0.03
H -1.68568 -4.43068 1.83800 -0.01 0.00 -0.01
```
Positions in Å, forces in eV/Å.